ORCA calculation (ωB97M-V/def2-TZVPD) on a structure of composition C25H40BrNOP2Zr.

```
! wB97M-V def2-TZVPD RIJCOSX def2/J DEFGRID3
* xyz 4 1
Zr -1.052 -0.067 1.710
Br -6.189 0.722 1.482
P -1.789 -1.519 -0.433
P 1.711 -0.433 0.680
O 0.595 -0.410 3.447
N 3.460 4.274 -1.912
C 1.236 3.385 -0.598
C -2.837 -2.737 0.411
C -4.430 1.469 1.754
C 2.293 3.998 0.132
C -2.809 -0.417 -1.451
C -3.208 -0.886 -2.847
C -0.682 -2.466 -1.530
C 2.454 3.777 -2.635
C -1.943 2.456 1.705
C 2.868 0.646 1.631
C 0.165 2.873 0.152
C -0.643 2.405 1.048
C 3.403 4.445 -0.586
C -3.523 0.682 2.464
C 2.182 -0.190 -1.091
C -4.278 2.814 1.437
C 4.295 0.114 1.584
C 3.532 -2.662 0.204
C -2.259 1.400 2.759
C -1.208 -3.748 -2.177
C -2.979 3.351 1.382
C 3.577 0.359 -1.383
C -4.151 -3.069 -0.276
C 1.324 3.244 -2.017
C 2.372 -2.150 1.068
H 3.673 0.593 -2.451
H -0.432 -4.193 -2.814
H -1.780 1.599 3.775
H 1.512 -2.836 0.968
H 4.384 -0.879 2.040
H -3.835 -0.299 2.844
H 2.039 -1.159 -1.592
H -4.725 -3.801 0.300
H -2.253 -3.652 0.558
H -3.707 -0.143 -0.880
H -3.801 -0.119 -3.357
H 4.222 4.944 -0.058
H 3.783 -3.686 0.510
H -2.073 -3.568 -2.827
H 4.371 -0.376 -1.189
H -2.812 4.387 1.053
H 1.420 0.491 -1.498
H 0.973 -1.318 3.415
H -1.480 -4.512 -1.439
H 2.512 3.780 -3.725
H -5.178 3.414 1.262
H -0.325 -1.773 -2.303
H 2.669 -2.175 2.132
H 4.699 0.053 0.572
H 3.294 -2.703 -0.869
H 0.412 2.932 -2.553
H 2.779 1.661 1.223
H 4.465 -2.095 0.343
H 2.095 4.304 1.180
H -4.806 -2.204 -0.388
H 3.774 1.293 -0.834
H -3.047 -2.363 1.422
H 4.996 0.779 2.103
H -3.835 -1.779 -2.853
H 2.526 0.712 2.677
H -2.233 0.514 -1.555
H -2.359 -1.081 -3.504
H 0.211 -2.690 -0.926
H 0.404 -0.193 4.387
H -4.018 -3.517 -1.262
*
```

Calculated values
highest occupied orbital energy: -0.74696 Ha
orbital gap: 5.080 eV
LUMO: -0.560 Ha
E: -4408.62471 a.u.

Here is what Löwdin gives for the atomic charges, in e: atom 1 (Zr): 1.620, atom 2 (Br): 0.922, atom 3 (P): 0.864, atom 4 (P): 0.922, atom 5 (O): -0.132, atom 6 (N): 0.154, atom 7 (C): -0.223, atom 8 (C): -0.393, atom 9 (C): -0.614, atom 10 (C): 0.026, atom 11 (C): -0.394, atom 12 (C): -0.100, atom 13 (C): -0.377, atom 14 (C): -0.056, atom 15 (C): -0.230, atom 16 (C): -0.370, atom 17 (C): 0.154, atom 18 (C): -0.021, atom 19 (C): -0.045, atom 20 (C): -0.166, atom 21 (C): -0.373, atom 22 (C): 0.006, atom 23 (C): -0.118, atom 24 (C): -0.106, atom 25 (C): -0.283, atom 26 (C): -0.088, atom 27 (C): 0.081, atom 28 (C): -0.114, atom 29 (C): -0.100, atom 30 (C): 0.033, atom 31 (C): -0.380, atom 32 (H): 0.104, atom 33 (H): 0.109, atom 34 (H): 0.191, atom 35 (H): 0.065, atom 36 (H): 0.080, atom 37 (H): 0.122, atom 38 (H): 0.073, atom 39 (H): 0.109, atom 40 (H): 0.102, atom 41 (H): 0.074, atom 42 (H): 0.104, atom 43 (H): 0.148, atom 44 (H): 0.108, atom 45 (H): 0.081, atom 46 (H): 0.081, atom 47 (H): 0.172, atom 48 (H): 0.052, atom 49 (H): 0.104, atom 50 (H): 0.088, atom 51 (H): 0.146, atom 52 (H): 0.154, atom 53 (H): 0.092, atom 54 (H): 0.086, atom 55 (H): 0.048, atom 56 (H): 0.085, atom 57 (H): 0.141, atom 58 (H): 0.056, atom 59 (H): 0.074, atom 60 (H): 0.152, atom 61 (H): 0.075, atom 62 (H): 0.070, atom 63 (H): 0.055, atom 64 (H): 0.112, atom 65 (H): 0.080, atom 66 (H): 0.074, atom 67 (H): 0.074, atom 68 (H): 0.086, atom 69 (H): 0.055, atom 70 (H): 0.137, atom 71 (H): 0.084